# 1
The following is a DFT calculation (the ωB97M-V functional and the def2-TZVPD basis) of C13H23N3OS2 as an isolated structure.

Element x y z (Å)
C (-6.92, -1.28, 0.06)
C (-5.64, -0.63, 0.59)
C (-5.34, 0.68, -0.13)
C (-4.17, 1.46, 0.48)
C (-2.83, 0.72, 0.49)
C (-2.34, 0.40, -0.92)
H (-2.24, 1.31, -1.52)
H (-2.99, -0.31, -1.42)
S (-0.70, -0.40, -0.90)
C (0.31, 0.96, -0.57)
N (-0.15, 2.17, -0.45)
S (1.09, 3.21, -0.17)
C (2.24, 1.87, -0.23)
N (1.64, 0.75, -0.45)
N (3.57, 2.08, -0.05)
C (4.63, 1.18, -0.05)
O (5.74, 1.62, 0.11)
C (4.26, -0.26, -0.28)
H (3.48, -0.54, 0.43)
H (3.81, -0.33, -1.27)
C (5.46, -1.20, -0.16)
C (5.10, -2.57, -0.73)
H (4.83, -2.49, -1.78)
H (4.26, -3.00, -0.19)
H (5.94, -3.25, -0.64)
C (5.90, -1.33, 1.30)
H (5.09, -1.73, 1.91)
H (6.18, -0.35, 1.69)
H (6.76, -1.99, 1.38)
H (6.29, -0.78, -0.74)
H (3.85, 3.05, 0.11)
H (-2.09, 1.36, 0.97)
H (-2.91, -0.20, 1.06)
H (-4.42, 1.71, 1.51)
H (-4.05, 2.40, -0.07)
H (-6.22, 1.32, -0.09)
H (-5.14, 0.47, -1.19)
H (-5.76, -0.43, 1.66)
H (-4.81, -1.33, 0.47)
H (-6.82, -1.49, -1.00)
H (-7.12, -2.21, 0.58)
H (-7.77, -0.62, 0.20)

The value obtained for the frontier orbital gap is 9.0 eV. For the lowest unoccupied orbital energy, the calculation gives 0.0183 hartree. The value obtained for the total energy is -1545.07830 Ha. As for the charge: 0. The calculation puts the energy above the lowest of the compared OMol25 structures with the same formula, charge and spin at 4.6 kcal per mole. The maximum force is 1.25 eV Å⁻¹. As for the spin multiplicity: 1.

---

# 2
The following is a DFT calculation (the ωB97M-V functional and the def2-TZVPD basis) of C42H54N6O3PTi as an isolated structure.

Element x y z (Å)
Ti (-0.47, 0.28, 0.60)
O (-2.39, 5.48, 0.05)
C (-3.46, 4.68, -0.04)
C (-4.71, 5.29, -0.09)
C (-5.85, 4.52, -0.18)
C (-5.78, 3.13, -0.23)
C (-4.55, 2.52, -0.17)
C (-3.38, 3.27, -0.07)
C (-2.09, 2.58, 0.04)
O (-2.11, 1.27, 0.18)
N (-0.96, 3.23, 0.01)
N (0.08, 2.33, 0.13)
C (1.26, 2.82, 0.03)
C (2.47, 2.04, 0.04)
C (3.71, 2.69, -0.03)
C (4.88, 1.97, -0.09)
C (4.83, 0.58, -0.10)
C (3.62, -0.09, -0.05)
C (2.44, 0.64, 0.03)
O (1.27, -0.03, 0.10)
H (-1.57, 4.93, 0.01)
H (-4.75, 6.37, -0.06)
H (-6.82, 5.02, -0.23)
H (-6.69, 2.54, -0.32)
H (-4.47, 1.44, -0.21)
H (1.35, 3.90, -0.10)
H (3.74, 3.77, -0.04)
H (5.83, 2.48, -0.14)
H (5.75, 0.00, -0.16)
H (3.56, -1.17, -0.06)
C (-4.18, -2.13, 3.33)
C (-4.65, -1.57, 2.15)
C (-3.78, -1.32, 1.10)
C (-2.42, -1.64, 1.23)
C (-1.96, -2.22, 2.41)
C (-2.84, -2.45, 3.46)
N (-1.47, -1.33, 0.22)
C (-1.81, -1.51, -1.14)
C (-1.20, -0.70, -2.10)
C (-1.49, -0.86, -3.44)
C (-2.40, -1.81, -3.85)
C (-3.01, -2.62, -2.90)
C (-2.72, -2.48, -1.56)
H (-4.87, -2.33, 4.14)
H (-5.70, -1.33, 2.03)
H (-4.14, -0.88, 0.18)
H (-0.92, -2.49, 2.48)
H (-2.47, -2.91, 4.37)
H (-0.46, 0.05, -1.83)
H (-1.00, -0.22, -4.17)
H (-2.64, -1.93, -4.90)
H (-3.72, -3.38, -3.21)
H (-3.19, -3.13, -0.83)
C (-3.25, 2.25, 5.02)
C (-3.71, 1.64, 3.72)
N (-2.56, 1.14, 2.96)
C (-1.33, 0.94, 3.43)
N (-0.35, 0.58, 2.57)
C (0.94, 0.24, 3.20)
C (1.28, 1.24, 4.28)
C (0.22, 1.16, 5.35)
N (-1.11, 1.11, 4.74)
C (-2.25, 1.30, 5.65)
H (-4.10, 2.42, 5.68)
H (-2.77, 3.22, 4.84)
H (-4.24, 2.36, 3.09)
H (-4.39, 0.80, 3.91)
H (-2.74, 0.89, 2.00)
H (1.71, 0.22, 2.43)
H (0.89, -0.77, 3.62)
H (1.31, 2.24, 3.84)
H (2.26, 1.04, 4.71)
H (0.26, 2.02, 6.01)
H (0.36, 0.26, 5.96)
H (-1.86, 1.70, 6.58)
H (-2.72, 0.34, 5.86)
C (-0.63, -5.35, 0.39)
C (0.28, -5.38, -0.84)
C (-0.54, -5.57, -2.12)
P (1.23, -3.79, -0.91)
C (2.16, -3.92, -2.51)
C (2.95, -2.63, -2.75)
C (3.06, -5.14, -2.70)
C (2.57, -4.00, 0.39)
C (2.99, -5.43, 0.75)
C (2.19, -3.23, 1.67)
H (-1.26, -6.24, 0.43)
H (-1.29, -4.47, 0.36)
H (-0.07, -5.30, 1.32)
H (0.97, -6.22, -0.74)
H (-1.06, -4.65, -2.40)
H (-1.29, -6.35, -1.98)
H (0.09, -5.86, -2.96)
H (1.36, -3.96, -3.25)
H (3.83, -2.59, -2.11)
H (2.34, -1.74, -2.55)
H (3.30, -2.58, -3.78)
H (3.91, -5.12, -2.01)
H (3.47, -5.15, -3.71)
H (2.52, -6.08, -2.55)
H (3.43, -3.50, -0.06)
H (2.17, -5.97, 1.22)
H (3.81, -5.40, 1.47)
H (3.32, -6.00, -0.11)
H (1.45, -3.79, 2.25)
H (1.77, -2.26, 1.43)
H (3.07, -3.09, 2.31)

The value obtained for the frontier orbital gap is 6.5 eV. For the lowest unoccupied orbital energy, the calculation gives -0.1278 hartree. The value obtained for the total energy is -3377.91523 Ha. As for the charge: +1. The calculation puts the energy above the lowest of the compared OMol25 structures with the same formula, charge and spin at 18.6 kcal per mole. The maximum force is 0.60 eV Å⁻¹. As for the spin multiplicity: 1.

---

# 3
The following is a DFT calculation (the ωB97M-V functional and the def2-TZVPD basis) of a 2-piece molecular cluster, C3H9N overall.

Element x y z (Å)
C (-2.54, -0.11, 0.05)
H (-1.61, 0.07, 0.61)
H (-2.96, -1.02, 0.50)
H (-2.23, -0.39, -0.95)
H (-3.24, 0.70, 0.19)
C (2.41, -0.53, 0.54)
C (1.29, -0.19, -0.15)
N (0.79, 1.10, -0.26)
H (2.51, -0.45, 1.61)
H (3.06, -1.26, 0.06)
H (0.92, -0.87, -0.92)
H (1.54, 1.77, -0.30)
H (0.07, 1.19, -0.96)

The value obtained for the frontier orbital gap is 8.9 eV. For the lowest unoccupied orbital energy, the calculation gives 0.0351 hartree. The value obtained for the total energy is -174.38022 Ha. As for the charge: 0. The calculation puts the energy above the lowest of the compared OMol25 structures with the same formula, charge and spin at 45.7 kcal per mole. The maximum force is 2.00 eV Å⁻¹. As for the spin multiplicity: 1.